# 1
# C3H3NO2S

A single C3H3NO2S molecule in a non-equilibrium geometry (wB97M-V/def2-TZVPD, the OMol25 dataset).

```
! RIJCOSX wB97M-V def2-TZVPD def2/J DEFGRID3
* xyz 0 1
N -0.153 0.670 -1.546
O -0.630 -0.567 -1.247
O 1.162 0.506 0.395
C 0.746 1.061 -0.785
S 1.065 -1.518 1.920
H 1.249 2.087 -0.835
C 0.400 -0.563 0.906
H -1.506 -1.543 0.454
H -1.410 0.453 0.500
C -0.922 -0.585 0.236
*
```

Its highest occupied orbital energy is -9.56 eV. As for the LUMO energy: -0.40 eV. As for the energy above the lowest of the compared OMol25 structures with the same formula, charge and spin: 411.9 kJ/mol.

# 2
# C3H3NO2S

A single C3H3NO2S molecule in a non-equilibrium geometry (wB97M-V/def2-TZVPD, the OMol25 dataset).

```
! RIJCOSX wB97M-V def2-TZVPD def2/J DEFGRID3
* xyz 0 1
C -0.429 -0.750 -0.213
H 0.921 0.109 -2.555
C -0.586 -0.324 1.133
O 0.564 1.306 0.053
H -1.189 -0.921 1.828
C 0.007 0.871 1.237
H -0.006 1.665 2.062
N 0.296 0.258 -0.828
O 1.360 -0.076 -1.698
S -0.938 -2.137 -1.019
*
```

Its highest occupied orbital energy is -8.58 eV. As for the LUMO energy: -0.27 eV. As for the energy above the lowest of the compared OMol25 structures with the same formula, charge and spin: 476.8 kJ/mol.

# 3
# C3H3NO2S

A single C3H3NO2S molecule in a non-equilibrium geometry (wB97M-V/def2-TZVPD, the OMol25 dataset).

```
! RIJCOSX wB97M-V def2-TZVPD def2/J DEFGRID3
* xyz 0 1
H -0.305 0.025 -0.667
O 2.576 -0.317 -1.409
C -0.738 -1.802 0.195
S 2.499 0.107 -0.044
C 0.169 -0.865 -0.324
H 0.647 -1.326 -1.171
O 3.717 0.440 0.714
C 1.156 -0.432 0.742
H 0.874 -0.056 1.788
N -1.488 -2.587 0.545
*
```

Its highest occupied orbital energy is -10.41 eV. As for the LUMO energy: -1.44 eV. As for the energy above the lowest of the compared OMol25 structures with the same formula, charge and spin: 396.4 kJ/mol.

# 4
# C3H3NO2S2

A single C3H3NO2S2 molecule in a non-equilibrium geometry (wB97M-V/def2-TZVPD, the OMol25 dataset).

```
! RIJCOSX wB97M-V def2-TZVPD def2/J DEFGRID3
* xyz 0 1
C 0.701 0.367 -0.144
H 1.305 -1.115 -1.626
C -0.602 -1.268 -0.972
H 1.351 2.021 0.506
H -0.944 0.782 2.856
S -1.198 -2.589 -1.683
O -1.295 -0.638 -0.024
S -1.177 1.488 1.685
C -0.498 0.403 0.459
N 0.575 -0.590 -1.112
O 1.781 1.138 0.056
*
```

Its highest occupied orbital energy is -8.25 eV. As for the LUMO energy: 0.06 eV. As for the energy above the lowest of the compared OMol25 structures with the same formula, charge and spin: 79.6 kJ/mol.

# 5
# C3H3NO3

A single C3H3NO3 molecule in a non-equilibrium geometry (wB97M-V/def2-TZVPD, the OMol25 dataset).

```
! RIJCOSX wB97M-V def2-TZVPD def2/J DEFGRID3
* xyz 0 1
C 0.960 -0.158 -0.029
O 2.283 -0.484 -0.023
H -1.012 2.238 0.164
H -2.444 -1.372 0.051
C -0.586 1.237 0.158
O 0.789 1.092 -0.133
H 2.310 -1.465 0.030
O -2.332 -0.471 -0.148
N -0.066 -0.958 0.138
C -1.093 -0.043 0.074
*
```

Its highest occupied orbital energy is -8.58 eV. As for the LUMO energy: 0.73 eV. As for the energy above the lowest of the compared OMol25 structures with the same formula, charge and spin: 152.5 kJ/mol.

# 6
# C3H3NO3

A single C3H3NO3 molecule (wB97M-V/def2-TZVPD, the OMol25 dataset).

```
! RIJCOSX wB97M-V def2-TZVPD def2/J DEFGRID3
* xyz 0 1
C 0.197 -0.065 0.423
O 1.229 1.428 1.183
C 0.081 1.260 0.385
H 2.098 -0.511 1.055
O -1.536 0.070 -1.528
H -1.300 -1.959 -1.683
C -1.095 -0.996 -1.206
N 1.240 -0.039 1.362
O -0.252 -1.198 -0.166
H -0.662 2.013 0.175
*
```

Its highest occupied orbital energy is -8.86 eV. As for the LUMO energy: 0.77 eV. As for the energy above the lowest of the compared OMol25 structures with the same formula, charge and spin: 436.2 kJ/mol.

# 7
# C3H3NO3

A single C3H3NO3 molecule in a non-equilibrium geometry (wB97M-V/def2-TZVPD, the OMol25 dataset).

```
! RIJCOSX wB97M-V def2-TZVPD def2/J DEFGRID3
* xyz 0 1
C -0.243 -0.849 1.233
O -0.214 -1.630 2.124
N 0.783 1.484 0.676
C 0.430 1.103 -0.420
O -0.833 -0.920 0.117
C -0.319 -0.175 -0.862
H -1.140 -0.295 -1.409
H 0.704 1.679 -1.540
H 0.421 -0.770 -1.473
O 0.411 0.374 1.555
*
```

Its highest occupied orbital energy is -10.94 eV. As for the LUMO energy: 0.43 eV. As for the energy above the lowest of the compared OMol25 structures with the same formula, charge and spin: 472.2 kJ/mol.

# 8
# C3H3NO3

A single C3H3NO3 molecule in a non-equilibrium geometry (wB97M-V/def2-TZVPD, the OMol25 dataset).

```
! RIJCOSX wB97M-V def2-TZVPD def2/J DEFGRID3
* xyz 0 1
O 0.878 -0.829 2.506
C 1.127 -0.724 1.336
H 2.099 -1.019 0.901
O -1.035 0.123 0.923
C -1.135 0.722 -1.197
C 0.046 -0.165 0.428
N 0.182 0.056 -0.896
O -2.060 0.178 -1.711
H 1.015 -0.098 -1.461
H -1.117 1.757 -0.828
*
```

Its highest occupied orbital energy is -10.39 eV. As for the LUMO energy: -0.53 eV. As for the energy above the lowest of the compared OMol25 structures with the same formula, charge and spin: 201.4 kJ/mol.

# 9
# C3H3NO3S

A single C3H3NO3S molecule in a non-equilibrium geometry (wB97M-V/def2-TZVPD, the OMol25 dataset).

```
! RIJCOSX wB97M-V def2-TZVPD def2/J DEFGRID3
* xyz 0 1
N 0.731 -1.400 -0.884
S -1.380 0.898 2.131
O -0.578 -0.472 -2.714
C 0.771 0.375 0.327
O 1.581 -0.704 -0.105
H 1.319 -2.022 -1.379
H 0.311 -0.735 2.217
C -0.020 -0.402 -1.688
H 1.344 1.242 0.566
O 0.203 0.736 -0.951
C -0.028 0.106 1.503
*
```

Its highest occupied orbital energy is -9.44 eV. As for the LUMO energy: -1.26 eV. As for the energy above the lowest of the compared OMol25 structures with the same formula, charge and spin: 367.0 kJ/mol.

# 10
# C3H3NO4

A single C3H3NO4 molecule in a non-equilibrium geometry (wB97M-V/def2-TZVPD, the OMol25 dataset).

```
! RIJCOSX wB97M-V def2-TZVPD def2/J DEFGRID3
* xyz 0 1
O 2.807 -0.333 -0.128
O -1.616 1.169 -0.032
O 0.724 -1.266 0.015
H 1.445 2.142 -0.203
N -0.378 -0.617 0.321
C -0.280 0.754 0.020
H -2.146 0.209 -0.440
C 1.032 1.132 0.043
O -1.548 -1.331 -0.271
H -1.755 -1.747 0.673
C 1.714 -0.113 0.003
*
```

Its highest occupied orbital energy is -9.42 eV. As for the LUMO energy: 0.07 eV. As for the energy above the lowest of the compared OMol25 structures with the same formula, charge and spin: 575.4 kJ/mol.